Formula: C27H67N3O4P
Source: the OMol25 dataset
Level of theory: ωB97M-V/def2-TZVPD

Last column: Mulliken charge in e.
Positions of all 102 atoms, in Å:
1 O 1.7173 3.5786 3.8133  -1.096
2 H 2.1597 3.0533 3.1184  0.172
3 C -1.3764 -1.3359 5.5570  -1.011
4 C -0.0723 -0.8507 6.2759  0.594
5 O 0.9660 -1.4284 6.3373  -0.365
6 N -0.1376 0.5879 6.9998  -0.235
7 H 0.1864 1.2739 6.3331  0.343
8 H -1.0825 0.8708 7.2174  0.396
9 C 0.7226 0.7165 8.1651  -0.799
10 H -2.0147 -1.4085 6.4375  0.348
11 H -1.2090 -2.3489 5.1910  0.315
12 H -1.7331 -0.6138 4.8225  0.349
13 H 0.4879 -0.1869 8.7280  0.330
14 H 0.3704 1.6286 8.6468  0.360
15 H 1.6917 0.7593 7.6679  0.344
16 C -2.8600 5.3108 2.6577  -0.828
17 C -2.3333 6.6990 2.3101  0.409
18 O -2.9964 7.6630 2.2369  -0.367
19 N -0.8288 6.9010 2.1764  -0.107
20 H -0.5025 7.7049 2.6934  0.378
21 H -0.2837 6.0960 2.4502  0.310
22 C -0.2764 7.1721 0.8288  -0.811
23 H -2.0472 4.6219 2.4276  0.355
24 H -3.6847 5.1856 1.9560  0.295
25 H -3.1339 5.2607 3.7115  0.295
26 H 0.6720 7.7090 0.8476  0.371
27 H -1.0433 7.5949 0.1798  0.319
28 H -0.0045 6.1728 0.4889  0.339
29 C 10.6615 6.8063 7.3741  -0.932
30 N 10.2183 5.5184 6.6437  -0.207
31 C 10.1864 5.8127 5.1054  -0.926
32 C 11.2996 4.4815 6.8211  -0.851
33 C 8.8053 4.9967 7.2786  -0.321
34 C 7.5278 5.5265 6.5634  -0.580
35 O 7.2954 4.8951 5.3690  -0.495
36 H 9.9367 7.5604 7.0674  0.386
37 H 11.6532 7.0531 6.9949  0.410
38 H 10.7596 6.6374 8.4465  0.381
39 H 9.8968 4.9142 4.5604  0.372
40 H 11.1632 6.2750 4.9639  0.444
41 H 9.4139 6.5481 4.8806  0.369
42 H 11.4533 4.4338 7.8992  0.386
43 H 12.1838 4.6272 6.2006  0.345
44 H 10.8207 3.6467 6.3094  0.432
45 H 8.8356 5.1750 8.3535  0.376
46 H 8.7657 3.9533 6.9660  0.323
47 H 7.5591 6.6140 6.4972  0.299
48 H 6.6686 5.3223 7.2023  0.462
49 H 6.3764 4.7189 5.1547  0.327
50 C -2.8414 -2.3204 -9.5509  -1.150
51 C -3.2297 -3.7430 -8.9950  -0.673
52 C -3.8568 -3.7275 -7.5624  -0.649
53 C -2.9070 -3.3496 -6.3358  -1.145
54 P -3.5943 -3.6039 -4.5885  1.033
55 C -3.7789 -5.5035 -4.2537  -1.054
56 C -2.7439 -6.2987 -5.0370  -0.485
57 C -3.0531 -7.8729 -5.0903  -0.813
58 C -4.2814 -8.3358 -5.8292  -1.199
59 C -2.4887 -3.0756 -3.1281  -0.851
60 C -1.0113 -3.2110 -3.2126  -0.741
61 C -0.3969 -2.1308 -4.0634  -0.358
62 C -0.5402 -0.6989 -3.6052  -1.280
63 C -5.2332 -2.7369 -4.4663  -1.152
64 C -6.0948 -3.2381 -3.2757  -0.689
65 C -5.9780 -2.3519 -2.0943  -0.171
66 C -6.5698 -3.1757 -0.8842  -1.385
67 H -2.0282 -2.2679 -10.2747  0.353
68 H -2.6708 -1.6375 -8.7187  0.269
69 H -3.6486 -1.8280 -10.0932  0.333
70 H -2.3321 -4.3598 -8.9496  0.345
71 H -3.8839 -4.2434 -9.7089  0.456
72 H -4.2243 -4.7536 -7.5559  0.243
73 H -4.6900 -3.0249 -7.5791  0.375
74 H -2.7836 -2.2736 -6.4585  0.734
75 H -1.8792 -3.7126 -6.3391  0.621
76 H -4.8003 -5.6235 -4.6152  0.614
77 H -4.0677 -5.7908 -3.2427  0.690
78 H -1.7962 -6.0953 -4.5384  0.186
79 H -2.5545 -6.0619 -6.0840  0.183
80 H -2.8707 -8.3692 -4.1372  0.432
81 H -2.2354 -8.3636 -5.6182  0.427
82 H -4.6139 -9.3694 -5.9256  0.381
83 H -4.4588 -7.7818 -6.7510  0.314
84 H -5.1368 -7.7860 -5.4367  0.291
85 H -2.8418 -3.9207 -2.5371  0.471
86 H -2.7833 -2.1383 -2.6561  0.483
87 H -0.5849 -4.1481 -3.5706  0.183
88 H -0.6181 -3.1630 -2.1972  0.447
89 H -0.6360 -2.1733 -5.1260  0.155
90 H 0.6436 -2.4556 -4.0598  0.478
91 H -0.4122 -0.0220 -4.4498  0.364
92 H 0.2482 -0.4749 -2.8866  0.341
93 H -1.4580 -0.5550 -3.0350  0.287
94 H -5.6357 -3.0293 -5.4361  0.475
95 H -5.1300 -1.6676 -4.6509  0.613
96 H -5.7774 -4.2193 -2.9227  0.162
97 H -7.1395 -3.3056 -3.5793  0.521
98 H -6.4907 -1.3928 -2.1681  0.377
99 H -4.9388 -2.1289 -1.8525  0.063
100 H -6.4914 -2.6245 0.0529  0.373
101 H -5.9940 -4.0953 -0.7806  0.355
102 H -7.5210 -3.6735 -1.0730  0.371

Energy above the lowest of the compared OMol25 structures with the same formula, charge and spin = 131.8 kcal/mol
Gap between HOMO and LUMO = 5.64 eV
Calculated total energy = -51005.3581 eV
Charge = +3
Highest occupied orbital energy = -0.40849 Eh
Lowest unoccupied orbital energy = -5.47 eV